Formula: C34H53AsN6O3SY
Source: the OMol25 dataset
Level of theory: ωB97M-V/def2-TZVPD

Geometry as XYZ:
```
99
Properties=species:S:1:pos:R:3
Y -0.114 0.067 0.273
C 1.530 4.204 2.912
N 0.422 4.287 1.955
C -0.173 5.619 1.776
C -0.043 3.219 1.345
O 0.460 2.071 1.467
C -1.251 3.328 0.426
O -1.867 2.048 0.405
C -2.911 1.908 1.357
C -3.062 0.443 1.714
O -2.203 -0.379 1.326
N -4.112 0.108 2.440
C -4.345 -1.284 2.831
C -5.089 1.101 2.905
H 2.385 4.764 2.538
H 1.210 4.644 3.856
H 1.807 3.168 3.066
H 0.592 6.360 1.995
H -0.497 5.774 0.751
H -1.006 5.772 2.462
H -1.960 4.094 0.734
H -0.911 3.553 -0.589
H -2.681 2.463 2.274
H -3.841 2.300 0.941
H -3.660 -1.933 2.296
H -4.201 -1.398 3.905
H -5.369 -1.556 2.582
H -4.606 1.907 3.456
H -5.663 1.513 2.076
H -5.779 0.605 3.581
C 3.120 2.796 -0.246
C 2.233 2.941 -1.456
C 2.105 4.188 -2.061
C 1.459 4.325 -3.278
C 0.975 3.201 -3.931
C 1.084 1.935 -3.365
C 0.674 0.726 -4.163
C 1.656 1.840 -2.093
N 1.650 0.563 -1.410
C 2.531 -0.318 -1.683
C 3.704 -0.106 -2.582
C 2.399 -1.670 -0.999
C 3.280 -2.770 -1.488
N 1.503 -1.782 -0.094
C 1.431 -2.969 0.716
C 0.248 -3.706 0.663
C -0.872 -3.274 -0.246
C 0.133 -4.843 1.449
C 1.166 -5.217 2.298
C 2.311 -4.443 2.370
C 2.472 -3.303 1.582
C 3.734 -2.489 1.720
H 3.046 3.670 0.393
H 4.163 2.728 -0.564
H 2.902 1.914 0.348
H 2.557 5.052 -1.588
H 1.376 5.298 -3.743
H 0.525 3.300 -4.910
H -0.070 1.001 -4.908
H 0.260 -0.061 -3.533
H 1.531 0.320 -4.706
H 3.721 0.901 -2.990
H 3.710 -0.824 -3.403
H 4.623 -0.271 -2.015
H 3.130 -2.889 -2.563
H 3.063 -3.712 -0.994
H 4.335 -2.529 -1.345
H -0.512 -3.082 -1.257
H -1.374 -2.361 0.106
H -1.643 -4.042 -0.298
H -0.767 -5.442 1.392
H 1.077 -6.112 2.899
H 3.113 -4.728 3.041
H 4.041 -2.455 2.764
H 3.615 -1.462 1.376
H 4.560 -2.939 1.165
N 0.483 -1.851 4.358
C 1.515 -0.945 4.430
C 1.465 -0.248 3.268
N 0.420 -0.720 2.490
C -0.149 -1.685 3.190
H 0.249 -2.536 5.060
H 2.171 -0.878 5.279
H 2.097 0.560 2.943
H -0.995 -2.274 2.883
C -3.367 -0.555 -4.672
As -2.625 -1.455 -3.154
C -4.044 -2.420 -2.308
C -1.411 -2.760 -3.876
S -1.829 0.066 -1.885
H -4.048 -1.229 -5.191
H -2.553 -0.270 -5.336
H -3.897 0.333 -4.338
H -4.385 -3.193 -2.997
H -4.857 -1.730 -2.095
H -3.684 -2.873 -1.388
H -1.802 -3.036 -4.856
H -1.376 -3.642 -3.242
H -0.420 -2.328 -3.992
```

Output
LUMO, eV: -8.1
HOMO energy, eV: -15.8122
Gap between HOMO and LUMO, eV: 7.7
Net charge: +3

Formula: C34H53BClI2N5O3OsS
Source: the OMol25 dataset
Level of theory: ωB97M-V/def2-TZVPD

Geometry as XYZ:
```
101
Properties=species:S:1:pos:R:3
Os -0.694 -0.637 0.447
I 0.997 0.032 2.689
C -0.193 -0.142 4.465
I -2.116 0.693 4.353
H 0.375 0.390 5.220
H -0.260 -1.205 4.660
C -0.631 -3.737 -0.866
C -1.235 -2.701 -1.808
C -2.339 -3.335 -2.656
C -1.810 -1.477 -1.074
H -0.207 -4.571 -1.424
H -1.395 -4.145 -0.199
H 0.163 -3.327 -0.229
H -0.467 -2.349 -2.500
H -3.123 -3.744 -2.015
H -1.949 -4.147 -3.267
H -2.798 -2.605 -3.323
H -2.805 -1.738 -0.699
H -1.925 -0.650 -1.795
C -6.305 -4.815 5.945
C -6.062 -5.087 4.454
C -5.963 -6.600 4.216
C -7.262 -4.550 3.672
C -4.756 -4.431 4.018
C -3.570 -4.744 4.707
C -2.333 -4.219 4.369
C -2.316 -3.343 3.303
O -1.250 -2.651 2.754
B -1.800 -1.911 1.726
O -3.157 -2.140 1.591
C -3.472 -3.028 2.611
C -4.704 -3.551 2.936
H -7.222 -5.307 6.267
H -6.409 -3.746 6.136
H -5.496 -5.191 6.569
H -6.886 -7.088 4.523
H -5.146 -7.044 4.785
H -5.795 -6.821 3.161
H -8.173 -5.014 4.047
H -7.194 -4.783 2.608
H -7.374 -3.470 3.785
H -3.613 -5.435 5.536
H -1.436 -4.486 4.909
H -5.581 -3.279 2.373
C 3.634 4.294 -1.903
C 3.519 3.280 -3.039
C 3.873 4.003 -4.349
C 2.050 2.846 -3.155
C 4.467 2.041 -2.847
O 4.151 1.070 -3.842
C 5.992 2.377 -2.993
C 6.933 2.518 -1.773
C 6.871 3.815 -1.007
C 6.496 3.862 0.322
C 6.480 5.060 1.027
C 6.854 6.230 0.397
Cl 6.841 7.719 1.267
C 7.253 6.203 -0.930
C 7.255 5.000 -1.619
C 4.335 1.251 -1.531
N 3.129 0.446 -1.352
C 2.077 0.661 -0.587
N 1.237 -0.377 -0.676
C 1.892 -1.232 -1.523
N 3.034 -0.768 -1.931
H 2.951 5.126 -2.092
H 4.628 4.718 -1.829
H 3.361 3.876 -0.931
H 3.115 4.758 -4.554
H 3.882 3.336 -5.212
H 4.826 4.524 -4.309
H 1.483 3.644 -3.635
H 1.581 2.684 -2.184
H 1.938 1.944 -3.755
H 4.421 1.397 -4.708
H 6.126 3.251 -3.625
H 6.393 1.529 -3.555
H 7.939 2.460 -2.195
H 6.848 1.670 -1.095
H 6.225 2.935 0.816
H 6.195 5.108 2.069
H 7.561 7.129 -1.395
H 7.575 4.966 -2.654
H 4.425 1.896 -0.660
H 5.143 0.523 -1.504
H 1.915 1.560 -0.016
H 1.516 -2.196 -1.807
C -3.996 3.135 -2.393
N -2.804 2.679 -1.684
C -2.701 1.751 -0.748
S -1.271 1.781 0.241
N -3.626 0.835 -0.513
C -4.788 0.459 -1.308
H -3.876 4.198 -2.583
H -4.877 3.006 -1.770
H -4.128 2.618 -3.342
H -1.961 3.214 -1.819
H -3.477 0.304 0.335
H -4.577 0.572 -2.370
H -5.673 1.032 -1.037
H -4.979 -0.594 -1.115
```

Output
LUMO (spin up / spin down), eV: -5.7 / -10.0
HOMO energy (spin up / spin down), eV: -11.3673 / -11.5066
ΔE to the lowest compared entry with this formula, charge and spin, kJ/mol: 132.9
Gap between HOMO and LUMO (spin up / spin down), eV: 5.7 / 1.5
Spin multiplicity: 5
Net charge: +2

Formula: C34H54BrF6NO5
Source: the OMol25 dataset
Level of theory: ωB97M-V/def2-TZVPD

Geometry as XYZ:
```
101
Properties=species:S:1:pos:R:3
C -3.645 3.182 -3.715
C -3.697 2.238 -2.492
C -2.919 0.938 -2.736
O -2.073 0.549 -1.640
C -0.811 0.119 -1.922
C -0.302 -0.309 -0.487
C 1.169 -0.626 -0.323
O 1.655 -1.693 -0.425
Br 2.431 0.801 0.234
O 0.118 1.046 -2.440
C -0.157 2.416 -2.368
C 0.839 3.110 -3.344
F 0.683 2.457 -4.566
C 2.313 2.991 -2.987
C 3.127 4.021 -3.858
C -0.009 3.085 -0.995
O -0.024 4.554 -1.234
C 1.049 5.143 -0.800
N 2.080 5.602 -0.562
O -1.085 2.828 -0.169
C -0.867 3.266 1.172
C -1.336 2.244 2.221
C -2.787 2.443 2.612
C -3.169 2.850 3.887
C -4.522 3.006 4.215
C -5.485 2.760 3.244
C -5.132 2.335 1.960
C -3.782 2.188 1.659
C -0.724 -1.148 -2.832
F -0.576 -2.279 -2.121
F -1.846 -1.362 -3.554
C 0.414 -1.140 -3.901
F 0.329 -2.317 -4.545
F 0.206 -0.218 -4.818
F 1.625 -1.075 -3.393
H -2.626 3.563 -3.831
H -3.985 2.703 -4.632
H -4.258 4.055 -3.479
H -4.748 1.978 -2.336
H -3.361 2.795 -1.616
H -2.329 1.023 -3.657
H -3.633 0.133 -2.930
H -0.502 0.586 0.111
H -0.944 -1.078 -0.062
H -1.129 2.731 -2.763
H 0.523 4.132 -3.548
H 2.665 2.004 -3.287
H 2.540 3.226 -1.952
H 3.875 3.539 -4.480
H 3.570 4.761 -3.188
H 2.428 4.587 -4.479
H 0.924 2.866 -0.472
H 0.170 3.546 1.388
H -1.463 4.174 1.317
H -1.118 1.210 1.948
H -0.748 2.450 3.124
H -2.401 3.042 4.629
H -4.799 3.332 5.208
H -6.539 2.872 3.474
H -5.872 2.129 1.199
H -3.475 1.863 0.670
C 1.517 -0.660 4.256
C 0.152 -0.012 4.470
C 0.170 1.134 5.481
C 0.570 0.736 6.902
C -0.299 -0.348 7.537
C -1.759 0.065 7.701
H 1.898 -1.119 5.170
H 1.449 -1.445 3.500
H 2.246 0.076 3.912
H -0.573 -0.773 4.771
H -0.199 0.382 3.512
H -0.819 1.604 5.499
H 0.862 1.906 5.130
H 0.539 1.630 7.533
H 1.612 0.403 6.908
H 0.111 -0.586 8.521
H -0.242 -1.271 6.953
H -1.842 0.962 8.317
H -2.329 -0.728 8.187
H -2.233 0.266 6.739
C 1.433 -4.569 -2.326
C 2.263 -5.099 -3.491
C 2.332 -6.625 -3.547
C 2.993 -7.286 -2.337
C 4.423 -6.829 -2.053
C 5.397 -7.146 -3.182
H 1.859 -4.859 -1.364
H 1.394 -3.488 -2.352
H 0.409 -4.947 -2.375
H 3.270 -4.674 -3.446
H 1.823 -4.740 -4.425
H 2.859 -6.922 -4.459
H 1.316 -7.022 -3.646
H 2.992 -8.370 -2.492
H 2.383 -7.111 -1.446
H 4.768 -7.325 -1.141
H 4.442 -5.756 -1.841
H 5.424 -8.219 -3.383
H 6.408 -6.830 -2.918
H 5.125 -6.634 -4.106
```

Output
Structure (SMILES): CCCO[C@](CC(=O)Br)(O[C@@H]([C@@H](OC#N)OCCc1ccccc1)[C@H](F)CC)C(F)(F)C(F)(F)F.CCCCCC.CCCCCC
LUMO, eV: 0.3
HOMO energy, eV: -9.5010
Gap between HOMO and LUMO, eV: 9.8
Net charge: 0

Formula: C34H54CdFN5O5S5
Source: the OMol25 dataset
Level of theory: ωB97M-V/def2-TZVPD

Geometry as XYZ:
```
105
Properties=species:S:1:pos:R:3
Cd -1.526 0.933 -1.361
C 1.540 0.700 -3.781
C 1.466 -0.807 -3.982
S 1.120 -1.694 -2.442
C 0.538 -3.256 -3.141
C -0.889 -3.260 -3.752
S -1.854 -1.790 -3.286
C -3.288 -1.970 -4.399
C -3.412 -0.736 -5.291
S -3.452 0.766 -4.277
C -2.263 1.798 -5.178
C -0.810 1.333 -5.132
S -0.015 1.608 -3.529
H 2.003 1.158 -4.651
H 2.150 0.946 -2.910
H 2.426 -1.157 -4.362
H 0.695 -1.072 -4.702
H 0.605 -3.957 -2.309
H 1.263 -3.573 -3.887
H -1.433 -4.145 -3.429
H -0.833 -3.280 -4.839
H -4.184 -2.103 -3.795
H -3.153 -2.868 -5.004
H -4.323 -0.774 -5.886
H -2.559 -0.674 -5.968
H -2.376 2.805 -4.770
H -2.585 1.832 -6.218
H -0.226 1.894 -5.864
H -0.753 0.274 -5.370
F 4.092 -2.644 1.007
C 3.633 -1.475 1.501
C 2.597 -0.865 0.858
C 2.117 0.373 1.292
C 1.002 1.018 0.583
O 0.520 0.452 -0.427
C 0.583 2.273 1.133
C 1.247 2.794 2.199
N 2.282 2.212 2.834
C 2.951 2.899 3.926
C 2.148 3.728 4.871
C 2.724 2.423 5.333
C 2.732 0.972 2.396
C 3.779 0.321 3.050
C 4.251 -0.908 2.628
N 5.296 -1.531 3.360
C 6.461 -0.732 3.731
C 6.837 -1.064 5.176
N 6.405 -2.487 5.454
C 6.638 -3.357 4.246
C 5.648 -2.938 3.149
C -0.574 3.107 0.636
O -1.051 3.932 1.406
O -0.934 2.885 -0.586
H 2.166 -1.325 -0.028
H 0.930 3.755 2.577
H 3.941 3.251 3.665
H 1.075 3.788 4.737
H 2.605 4.641 5.224
H 2.037 1.597 5.470
H 3.562 2.441 6.018
H 4.219 0.788 3.922
H 6.248 0.327 3.660
H 7.302 -0.932 3.058
H 6.329 -0.428 5.895
H 7.909 -1.001 5.341
H 5.409 -2.486 5.656
H 6.887 -2.849 6.271
H 6.496 -4.396 4.524
H 7.675 -3.216 3.958
H 4.748 -3.541 3.216
H 6.111 -3.137 2.184
O -3.519 1.822 -1.549
S -3.783 3.068 -0.657
C -3.389 4.495 -1.684
C -4.575 4.691 -2.618
C -5.801 4.565 -1.718
C -5.579 3.297 -0.885
H -2.433 4.283 -2.155
H -3.257 5.328 -0.985
H -4.587 3.894 -3.370
H -4.528 5.647 -3.138
H -6.724 4.494 -2.291
H -5.879 5.437 -1.069
H -5.884 2.395 -1.419
H -6.055 3.319 0.096
C -0.699 -2.439 0.506
N -2.147 -2.608 0.502
C -2.619 -3.847 -0.114
C -2.906 -1.475 0.493
O -2.387 -0.354 0.293
N -4.236 -1.605 0.721
C -5.109 -0.464 0.465
C -4.792 -2.633 1.598
H -0.245 -3.366 0.861
H -0.418 -1.628 1.172
H -0.313 -2.206 -0.491
H -2.080 -4.014 -1.051
H -3.677 -3.785 -0.346
H -2.451 -4.703 0.542
H -4.636 0.211 -0.238
H -5.324 0.079 1.392
H -6.051 -0.822 0.045
H -4.003 -3.250 2.012
H -5.503 -3.269 1.070
H -5.318 -2.149 2.421
```

Output
LUMO, eV: -4.6
HOMO energy, eV: -12.1438
ΔE to the lowest compared entry with this formula, charge and spin, kJ/mol: 79.9
Gap between HOMO and LUMO, eV: 7.6
Net charge: +2

The lowest net charge belongs to which entry?
C34H54BrF6NO5

Which of these has the lowest net charge?
C34H54BrF6NO5

The highest net charge belongs to which entry?
C34H53AsN6O3SY